[1]
Here is a 14-piece molecular cluster, C77H175N7O21 overall in a non-equilibrium geometry from the OMol25 dataset. Energies are from the ωB97M-V functional and the def2-TZVPD basis.

```
280
Properties=species:S:1:pos:R:3:mulliken_charge:R:1
C 19.4262 12.4439 24.3210 -0.81
C 18.7022 13.1066 23.0957 0.12
O 18.7516 12.3482 21.8958 0.29
O 20.8532 12.2961 24.0542 -0.60
H 18.9399 11.5005 24.5882 0.26
H 19.3029 13.0879 25.1924 0.48
H 19.0853 14.1274 22.9589 -0.22
H 17.6422 13.1970 23.3846 0.35
H 19.6547 12.0757 21.6549 -0.06
H 21.0222 11.8278 23.2258 0.31
C 20.7828 17.7020 22.5778 0.31
C 21.4580 16.6179 21.7506 1.96
O 22.7407 16.2174 22.1983 -0.71
O 20.2307 17.2273 23.8466 -0.66
H 19.8728 17.9495 22.0431 -0.34
H 21.4517 18.5646 22.7125 0.29
H 21.6087 17.0786 20.7640 -0.84
H 20.7433 15.8008 21.5901 -0.55
H 22.8063 15.3219 22.5345 0.38
H 20.9290 16.9390 24.4588 0.30
C 15.0242 19.1204 19.5006 -0.91
C 15.3411 19.0809 20.9734 -0.66
O 16.8361 18.9576 21.1161 -0.16
O 15.1998 17.8989 18.7763 1.58
H 15.6373 19.9141 19.0316 0.60
H 13.9485 19.3461 19.3329 0.30
H 14.9599 18.2096 21.5210 0.20
H 15.0784 19.9970 21.5165 0.48
H 17.0876 18.5436 21.9636 0.15
H 16.1353 17.7247 18.5701 -0.69
C 13.5969 15.0603 20.4254 1.55
C 12.2821 14.4674 20.6849 -1.04
O 11.3124 14.7719 19.6836 -0.54
O 13.3778 16.5161 20.2937 -0.73
H 13.9298 14.7079 19.4426 -0.85
H 14.3039 14.7450 21.1909 0.27
H 11.9267 14.7957 21.6682 0.37
H 12.3970 13.3873 20.7763 0.19
H 11.1987 15.7180 19.7112 0.36
H 14.0888 16.8559 19.7126 -0.14
C 23.4494 11.1946 20.1353 -0.78
C 21.9917 11.3340 19.9696 0.42
O 21.2543 10.9636 21.2747 -0.50
O 23.9242 12.2752 20.9555 -0.47
H 23.9628 11.1567 19.1642 0.40
H 23.7008 10.2238 20.5592 0.36
H 21.6253 10.7159 19.1522 0.27
H 21.6831 12.3657 19.7757 -0.18
H 20.8208 10.1107 21.2231 0.18
H 23.6529 12.0860 21.8650 0.29
C 17.1074 18.6190 25.5813 -0.51
C 16.8374 17.3976 24.7643 -0.44
O 17.4252 17.5029 23.4696 -0.17
O 18.4642 18.6648 25.9202 -0.55
H 16.5618 18.5462 26.5360 0.40
H 16.7578 19.5006 25.0363 0.24
H 15.7855 17.1855 24.5706 0.37
H 17.2427 16.5500 25.3300 0.23
H 18.3094 17.1341 23.5746 -0.14
H 18.9840 18.8743 25.1425 0.32
C 24.4784 15.2767 19.2180 -0.60
C 23.3308 14.9933 18.2404 1.03
O 23.3108 15.8613 17.1252 -0.41
O 24.5145 16.6316 19.6968 -0.48
H 25.4388 15.0791 18.7265 0.32
H 24.4549 14.6031 20.0850 0.26
H 22.3781 15.0025 18.7677 -0.88
H 23.3965 13.9816 17.8289 0.25
H 23.7100 16.7007 17.3949 0.29
H 24.0844 16.7256 20.5531 0.25
C 9.4098 13.5546 14.4124 -1.89
C 10.7484 14.1659 13.9292 1.78
C 10.6024 15.6567 13.5691 -1.42
C 12.0168 16.3063 13.3641 -0.48
C 12.7466 16.1785 14.6788 -1.72
C 12.9726 14.7009 15.0545 3.62
N 11.6390 14.0873 15.1408 0.17
O 11.8734 12.6845 15.3575 -0.52
C 14.0039 13.9745 14.1879 -1.34
C 13.5601 14.6950 16.4924 -1.31
C 11.2180 13.3639 12.7623 -1.75
H 9.5168 12.4737 14.4894 0.41
H 8.6714 13.8990 13.6660 0.44
H 9.0978 13.8044 15.4254 0.35
H 10.0208 15.7701 12.6612 0.63
H 10.0811 16.1558 14.3969 0.38
H 11.9126 17.3432 13.0115 0.05
H 12.5670 15.8012 12.5663 0.39
H 12.3219 16.7757 15.4993 0.12
H 13.7579 16.6133 14.6251 0.25
H 13.8551 14.2107 13.1422 0.47
H 15.0342 14.3161 14.3579 -0.58
H 13.9182 12.8943 14.3258 0.50
H 12.8464 15.0653 17.2385 0.75
H 13.9901 13.7545 16.8601 -0.53
H 14.3765 15.4329 16.5759 -0.59
H 11.3632 12.3211 13.0104 0.38
H 12.1472 13.6773 12.2957 0.29
H 10.4299 13.4585 12.0162 0.49
H 11.8733 12.6134 16.3207 0.37
C 15.0144 11.5745 21.2308 -1.31
C 15.1872 10.8558 19.8727 1.30
C 14.5948 11.6298 18.7057 -0.23
C 14.9281 10.9110 17.3481 -0.74
C 16.4445 10.9307 17.1747 -0.13
C 17.1371 10.1823 18.3103 1.79
N 16.6320 10.8390 19.5344 1.30
O 17.2365 10.0301 20.6479 -0.67
C 16.9069 8.6716 18.1891 -2.10
C 18.6436 10.3547 18.3352 -1.90
C 14.5561 9.4514 20.0823 -1.89
H 15.4849 10.9499 21.9941 0.54
H 13.9635 11.7763 21.4151 0.37
H 15.4679 12.5601 21.2031 -0.32
H 13.5288 11.7212 18.9206 1.16
H 14.9354 12.6701 18.7105 -0.94
H 14.4122 11.3732 16.5127 0.04
H 14.6750 9.8630 17.4918 0.57
H 16.8407 11.9411 17.0165 -0.72
H 16.6816 10.4080 16.2380 0.51
H 17.2346 8.2103 19.1260 0.39
H 15.9171 8.2552 18.0091 0.40
H 17.4410 8.3030 17.3048 0.48
H 19.0483 10.2412 17.3295 0.46
H 18.9297 11.3645 18.6263 0.06
H 19.0463 9.6136 19.0226 0.44
H 15.1459 8.8130 20.7336 0.33
H 14.5135 8.8174 19.2040 0.31
H 13.5548 9.5911 20.4983 0.45
H 17.6794 10.7399 21.1238 0.22
C 10.8922 19.2670 15.6890 -1.28
C 11.9011 20.3332 16.3116 1.37
C 13.3138 19.7613 16.4368 -0.10
C 14.0167 19.7240 15.0315 0.46
C 14.1037 21.0912 14.4077 -1.25
C 12.6764 21.6322 14.2002 1.70
N 12.0369 21.5761 15.5107 0.03
O 10.6251 21.9205 15.2083 -0.49
C 12.7204 23.1126 13.7737 -1.94
C 11.9721 20.8625 13.0824 -1.50
C 11.2406 20.7444 17.6708 -2.02
H 9.9328 19.6296 15.3443 0.33
H 10.6798 18.4939 16.4494 0.46
H 11.3505 18.7829 14.8250 0.04
H 13.9111 20.3160 17.1662 0.32
H 13.1375 18.7364 16.7837 -0.26
H 13.4575 19.1156 14.3446 -0.45
H 14.9732 19.2087 15.1132 0.04
H 14.6183 21.0021 13.4150 0.46
H 14.7504 21.7285 15.0426 0.24
H 11.7618 23.5107 13.4233 0.36
H 13.0399 23.7896 14.5488 0.44
H 13.3861 23.1914 12.9081 0.41
H 12.1214 19.7889 13.0790 0.12
H 10.9035 21.0841 13.0997 0.33
H 12.4120 21.1588 12.1106 0.45
H 11.0713 19.8905 18.3302 0.29
H 10.2705 21.2061 17.5618 0.63
H 11.9617 21.3711 18.1965 0.41
H 10.3628 22.3758 16.0076 0.37
C 20.5587 23.3029 20.1040 -2.11
C 21.3590 22.0632 19.6570 1.81
C 21.2955 21.8811 18.1304 -1.64
C 22.2437 20.7642 17.6868 1.67
C 23.6294 21.0632 18.2182 -1.69
C 23.6592 21.2072 19.7418 2.09
N 22.6954 22.2042 20.0877 0.21
O 22.7524 22.3778 21.4756 -0.55
C 23.4985 19.7972 20.4191 -1.41
C 25.0831 21.6882 20.2525 -2.05
C 20.5653 20.8123 20.2767 -1.49
H 19.5355 23.3458 19.7145 0.36
H 21.0089 24.2265 19.7406 0.49
H 20.4928 23.2799 21.1928 0.34
H 20.2798 21.6298 17.8401 0.42
H 21.5668 22.7796 17.5825 0.31
H 22.2184 20.5994 16.6019 -0.15
H 21.9846 19.8046 18.1331 -0.85
H 23.9228 22.0354 17.8272 0.36
H 24.3922 20.3449 17.9393 0.49
H 23.4612 19.7864 21.5126 0.44
H 22.5858 19.2528 20.1959 -0.14
H 24.3075 19.1638 20.0512 0.61
H 25.8172 21.0937 19.7013 0.40
H 25.3077 22.7489 20.0767 0.46
H 25.2066 21.6343 21.3281 0.37
H 19.5300 20.9146 20.0077 0.68
H 20.6391 20.7080 21.3692 0.38
H 20.8676 19.8372 19.9090 -0.22
H 22.2595 21.6209 21.8299 0.45
C 23.7400 19.8146 13.7664 -1.92
C 22.6083 18.8997 13.2231 2.42
C 21.2559 19.3644 13.6570 -0.74
C 20.1639 18.6334 12.8880 0.33
C 20.2345 19.0087 11.3685 -1.71
C 21.6175 18.6318 10.8470 1.99
N 22.6563 19.2324 11.7880 -0.15
O 23.9643 18.8816 11.2765 -0.48
C 21.6484 17.0985 10.7718 -1.50
C 21.8195 19.2287 9.4905 -2.24
C 22.9011 17.4839 13.6186 -1.13
H 23.6018 20.8825 13.5654 0.48
H 24.7030 19.5277 13.3449 0.44
H 23.8325 19.7455 14.8702 0.23
H 21.1077 19.2569 14.7361 -0.41
H 21.1919 20.4277 13.4850 0.70
H 19.1632 18.8563 13.2646 0.46
H 20.2062 17.5645 13.0325 -0.44
H 20.0139 20.0693 11.3234 0.37
H 19.5003 18.4274 10.7967 0.43
H 20.8841 16.8357 10.0471 0.42
H 22.6136 16.7074 10.4350 0.33
H 21.4973 16.5382 11.6713 0.26
H 20.9846 18.9950 8.8515 0.41
H 21.9021 20.3207 9.4967 0.47
H 22.7924 18.9778 9.0589 0.36
H 22.0233 16.8766 13.4418 -0.15
H 22.9838 17.3446 14.7044 -0.02
H 23.8575 17.1445 13.2210 0.49
H 23.9031 17.9204 11.1533 0.40
C 19.0883 13.1974 13.6798 -1.72
C 18.7800 13.4817 12.2259 3.05
C 20.0451 13.7045 11.3854 -1.44
C 20.9627 12.4849 11.1502 -0.72
C 20.0364 11.5109 10.4670 -1.40
C 18.7210 11.1993 11.2963 1.47
N 18.0759 12.4544 11.5547 -0.02
O 16.8432 12.1315 12.2933 -0.43
C 17.7820 10.3197 10.4662 -1.94
C 19.0761 10.3814 12.5813 -1.60
C 17.8921 14.7001 12.1460 -0.99
H 18.2077 12.7512 14.1283 0.44
H 19.3368 14.1083 14.2286 0.26
H 19.9442 12.5670 13.8075 0.24
H 19.7771 14.1070 10.4093 0.65
H 20.5749 14.4657 11.9766 -0.15
H 21.3115 12.1140 12.1123 0.32
H 21.8522 12.7220 10.5654 0.41
H 20.5069 10.5366 10.2899 0.46
H 19.8486 11.7926 9.4243 0.41
H 17.5381 10.7768 9.5197 0.44
H 18.2650 9.3709 10.1825 0.41
H 16.8585 10.0883 11.0059 0.38
H 19.9394 10.7577 13.1064 0.38
H 18.2331 10.3365 13.2702 0.25
H 19.2711 9.3477 12.3083 0.45
H 17.0649 14.6590 12.8662 -0.26
H 17.5164 14.8544 11.1376 0.57
H 18.4621 15.6070 12.3980 -0.21
H 16.1321 12.6214 11.8499 0.31
C 19.9190 16.7198 16.9053 -1.74
C 18.4468 16.9846 17.1028 4.24
C 17.5826 16.0737 16.2221 -0.76
C 17.5173 14.6837 16.6975 -1.50
C 17.0274 14.6207 18.1744 1.21
C 17.9166 15.4207 19.0855 3.72
N 17.9861 16.8361 18.4909 0.18
O 18.9153 17.5855 19.2630 0.99
C 17.3548 15.6204 20.4740 -0.33
C 19.3070 14.8843 19.3222 -1.09
C 18.2039 18.4498 16.7139 -1.14
H 20.3488 17.0006 15.9544 0.28
H 20.2399 15.7095 17.1193 0.11
H 20.4242 17.3556 17.6446 -0.61
H 16.5924 16.5252 16.2210 -0.78
H 17.9379 16.1172 15.1901 0.25
H 18.5084 14.2566 16.5243 0.41
H 16.8719 14.0157 16.1235 0.68
H 16.8973 13.6087 18.5524 0.36
H 16.0987 15.1700 18.1111 -1.48
H 18.0469 16.2131 21.0681 -0.44
H 16.4243 16.1809 20.5770 -1.10
H 17.1098 14.5984 20.7749 -0.23
H 19.9249 15.6092 19.8600 -0.95
H 19.2023 14.0226 19.9808 0.11
H 19.9121 14.6215 18.4646 0.25
H 18.8077 19.1408 17.3115 -0.11
H 17.1525 18.7203 16.8168 -0.29
H 18.5282 18.6479 15.6985 -0.22
H 18.3835 18.1914 19.8012 -0.46
```

Summary:
Calculated total energy (hartree): -5001.7654
Kohn-Sham gap (Ha): 0.318
Multiplicity: 1
E_HOMO (eV): -8.6142

***

[2]
Here is C3H4O3 in the gas phase in a non-equilibrium geometry from the OMol25 dataset. Energies are from the ωB97M-V functional and the def2-TZVPD basis.

```
10
Properties=species:S:1:pos:R:3:mulliken_charge:R:1
O 1.2116 1.6193 0.0523 -0.47
C 1.3166 0.4369 -0.1097 0.14
C 0.3691 -0.6629 -0.2209 -0.23
O -0.9726 -0.4986 -0.6382 -0.28
C -1.7851 0.3563 0.0368 0.19
O -1.4833 0.9234 1.0423 -0.43
H 2.2522 -0.2021 0.2053 0.18
H 0.7350 -1.5524 -0.7213 0.38
H 1.1197 -0.8347 0.8227 0.18
H -2.7632 0.4148 -0.4693 0.34
```

Summary:
Calculated total energy (hartree): -342.3324
Kohn-Sham gap (Ha): 0.398
Multiplicity: 1
Structure (SMILES): O=CCOC=O
E_HOMO (eV): -10.1832

***

[3]
Here is C3H8O2 in the gas phase from the OMol25 dataset. Energies are from the ωB97M-V functional and the def2-TZVPD basis.

```
13
Properties=species:S:1:pos:R:3:mulliken_charge:R:1
C -1.5779 0.2949 0.2563 -1.31
C -0.3304 -0.4784 -0.1316 0.43
O -0.2239 -0.4462 -1.5367 -0.55
C 0.9240 0.1447 0.4881 -0.50
O 2.0556 -0.3288 -0.2343 -0.55
H -1.4909 1.3265 -0.1031 0.36
H -1.7265 0.3069 1.3418 0.34
H -2.4585 -0.1525 -0.2128 0.32
H -0.4132 -1.5210 0.2219 0.18
H 0.7077 -0.6494 -1.7168 0.36
H 0.8531 1.2390 0.4252 0.35
H 1.0078 -0.1372 1.5468 0.26
H 2.6730 0.4015 -0.3447 0.31
```

Summary:
Calculated total energy (hartree): -269.5705
Kohn-Sham gap (Ha): 0.401
Multiplicity: 1
Structure (SMILES): C[C@@H](O)CO
E_HOMO (eV): -10.1156

***

[4]
Here is C23H30N2O5 in the gas phase from the OMol25 dataset. Energies are from the ωB97M-V functional and the def2-TZVPD basis.

```
60
Properties=species:S:1:pos:R:3:mulliken_charge:R:1
C -3.5346 -0.5077 3.4048 -0.95
H -4.5678 -0.7917 3.2083 0.27
O -2.7655 -1.2368 2.4838 -0.39
C -1.3963 -1.1096 2.5220 0.60
C -0.7371 -0.2527 3.3947 -0.23
C 0.6416 -0.1505 3.4053 -1.45
C 1.4198 -0.9387 2.5701 0.38
C 0.7673 -1.8105 1.7152 0.32
C -0.6211 -1.8810 1.6409 0.20
O -1.0761 -2.7340 0.6748 -0.55
C -2.4136 -2.6706 0.2313 -0.79
H -2.4537 -3.3175 -0.6461 0.32
H -3.1116 -3.0404 0.9843 0.32
H -2.6897 -1.6509 -0.0489 0.20
H 1.3092 -2.4671 1.0553 0.58
C 2.9197 -0.7934 2.6114 -0.93
H 3.1491 0.2607 2.7895 0.42
H 3.3146 -1.3593 3.4604 0.39
C 3.6535 -1.2526 1.3504 -0.96
N 3.0509 -0.7127 0.1519 -0.04
C 2.6982 -1.5050 -0.8758 0.34
O 3.0333 -2.6683 -0.9749 -0.68
C 1.8120 -0.7758 -1.9052 -0.50
N 0.5040 -0.5313 -1.3279 0.42
C 0.2438 0.5323 -0.5489 0.40
O 1.0493 1.3827 -0.2377 -0.77
O -1.0554 0.5412 -0.1725 -0.24
C -1.4550 1.6742 0.5917 -0.68
C -1.4520 2.9456 -0.2163 0.63
C -1.0252 4.1392 0.3472 -0.45
C -1.0300 5.3038 -0.3998 -0.62
C -1.4526 5.2833 -1.7179 -0.45
C -1.8741 4.0936 -2.2866 -0.74
C -1.8780 2.9308 -1.5377 -0.17
H -2.2048 1.9999 -1.9788 0.42
H -2.2015 4.0709 -3.3158 0.40
H -1.4493 6.1915 -2.3023 0.38
H -0.6947 6.2286 0.0461 0.39
H -0.6818 4.1538 1.3712 0.38
H -2.4684 1.4320 0.9268 0.33
H -0.7951 1.7754 1.4601 0.34
H -0.1609 -1.2887 -1.3407 0.09
C 1.6957 -1.5372 -3.2348 0.59
C 0.8603 -2.8112 -3.1112 -1.63
H 0.9672 -3.4049 -4.0159 0.47
H -0.1968 -2.5832 -2.9875 0.33
H 1.2050 -3.4056 -2.2705 0.37
C 1.1234 -0.6211 -4.3141 -1.55
H 1.7690 0.2390 -4.4762 0.39
H 1.0268 -1.1601 -5.2534 0.46
H 0.1400 -0.2604 -4.0200 0.26
H 2.7142 -1.8275 -3.5110 0.42
H 2.2595 0.2091 -2.0882 0.35
H 2.6775 0.2284 0.1954 0.30
H 3.6363 -2.3410 1.2521 0.47
H 4.7010 -0.9347 1.4131 0.35
H 1.1119 0.5489 4.0806 0.40
H -1.3042 0.3613 4.0762 0.44
H -3.4265 0.5734 3.2635 0.31
H -3.2806 -0.7660 4.4381 0.37
```

Summary:
Calculated total energy (hartree): -1380.1794
Kohn-Sham gap (Ha): 0.321
Multiplicity: 1
Structure (SMILES): COc1ccc(CCNC(=O)[C@H](NC(=O)OCc2ccccc2)C(C)C)cc1OC
E_HOMO (eV): -8.0747